ORCA calculation (ωB97M-V with the def2-TZVPD basis set) on a cluster of 5 separate species, C23H52NO10PS4Si in total.

## Properties
DFT total energy = -107166.2475 eV
charge = 0
Kohn-Sham gap = 0.2931 Eh
SMILES = CCOCCCCC[SiH2]P(N)O.O=S1(=O)CCCC1.O=S1(=O)CCCC1.O=S1(=O)CCCC1.O=S1(=O)CCCC1

Structure (XYZ):
```
92
Properties=species:S:1:pos:R:3:forces:R:3:mulliken_charge:R:1
C -0.856207 2.048876 3.426615 -0.10 0.00 -0.01 -0.9871
C -1.364888 3.209612 2.577273 0.04 -0.06 0.05 -0.0016
O -0.945705 3.147075 1.224200 0.00 0.07 -0.02 -0.4254
C 0.461997 3.288292 1.072677 -0.03 -0.03 -0.02 0.5562
C 0.775108 3.328709 -0.412381 0.10 0.00 0.08 -1.1459
C 0.855724 1.926255 -1.010261 -0.04 -0.01 -0.03 -0.3156
C 2.230913 1.285390 -0.840019 -0.21 -0.04 -0.02 -0.8153
C 2.244247 -0.197119 -1.272075 0.17 0.11 0.06 0.2880
Si 3.036520 -1.250798 0.056693 -0.01 0.24 -0.08 0.3793
P 1.824258 -1.245583 1.997478 -0.21 -0.36 0.35 0.1939
N 2.388439 0.075172 2.913844 0.53 -0.05 -0.23 -0.4542
O 0.377334 -0.617678 1.475721 0.01 0.04 -0.37 -0.3340
H -1.526877 1.881959 4.271586 0.01 0.05 0.03 0.4679
H 0.140337 2.234008 3.825922 0.04 -0.04 -0.06 0.2754
H -0.823946 1.134343 2.831639 0.01 0.03 0.03 0.0101
H -1.044025 4.164549 3.015177 -0.03 -0.01 0.00 0.0694
H -2.455479 3.201473 2.541432 0.00 -0.01 -0.04 0.3623
H 0.961436 2.421884 1.529140 0.05 0.09 0.06 -0.2434
H 0.801700 4.194519 1.584893 -0.05 -0.18 -0.07 0.1364
H 1.725336 3.851377 -0.554678 0.00 0.02 -0.05 0.3653
H 0.006383 3.922896 -0.910498 0.00 0.03 0.04 0.4502
H 0.116941 1.298323 -0.501345 -0.05 -0.01 -0.08 0.1565
H 0.600432 1.937384 -2.073729 0.00 -0.02 -0.01 0.4190
H 2.965044 1.855693 -1.413339 0.06 -0.01 0.04 0.3012
H 2.521972 1.387665 0.212666 0.03 0.03 0.00 0.1194
H 1.225680 -0.529280 -1.482117 0.06 -0.12 -0.02 -0.4250
H 2.816828 -0.339631 -2.190576 -0.09 0.02 -0.10 0.5309
H 4.358862 -0.652484 0.391571 0.03 -0.08 0.00 -0.2325
H 3.249755 -2.655217 -0.374920 -0.02 0.00 0.05 -0.2301
H 2.945091 0.782035 2.446662 -0.16 0.07 0.01 0.1994
H 2.904450 -0.255304 3.720204 -0.20 0.10 0.05 0.3121
H 0.084742 -1.080472 0.669184 0.01 -0.04 0.27 0.1747
C -3.704396 -2.270350 -2.161830 0.08 -0.06 -0.03 -0.0978
C -3.528929 -3.745097 -1.768825 0.01 0.04 0.00 -0.7534
C -2.048265 -4.098465 -1.956942 -0.08 -0.04 0.03 -0.7993
S -1.146728 -2.560662 -1.711412 -0.24 0.08 -0.10 1.2535
O -0.505555 -2.186127 -2.948236 0.08 -0.01 -0.04 -0.7102
O -0.354561 -2.634809 -0.503616 0.13 0.07 0.09 -0.7880
C -2.577494 -1.518152 -1.461219 -0.07 0.01 0.03 -0.9229
H -4.676949 -1.884430 -1.862272 -0.01 0.00 0.00 0.4519
H -3.621657 -2.141543 -3.242953 -0.03 0.01 0.05 -0.1520
H -3.808288 -3.883147 -0.722805 0.01 0.00 0.01 0.3902
H -4.160967 -4.400554 -2.366282 -0.01 0.00 0.01 0.3683
H -1.672188 -4.826354 -1.242359 0.03 0.00 -0.01 0.4002
H -1.824104 -4.427674 -2.970583 0.03 0.04 -0.01 0.2735
H -2.357961 -0.536950 -1.877150 0.04 0.00 0.00 0.5547
H -2.737063 -1.443707 -0.384975 0.01 0.00 0.01 0.4030
C 0.317651 9.550942 2.265767 0.00 -0.02 -0.01 -0.5626
C -1.022557 8.802258 2.234191 0.01 -0.02 -0.02 -0.7145
C -0.761550 7.424270 1.616916 -0.07 0.03 0.02 -0.5048
S 0.947505 7.019140 2.017000 -0.08 0.19 0.06 1.2060
O 1.703029 6.927041 0.794015 0.05 -0.04 -0.02 -0.6774
O 0.991610 5.945846 2.975695 0.07 -0.03 0.14 -0.6950
C 1.333494 8.566748 2.834880 -0.03 0.10 -0.05 -0.7948
H 0.262841 10.455959 2.868925 -0.01 0.00 -0.01 0.3558
H 0.609404 9.839500 1.253823 0.01 0.00 0.00 0.2873
H -1.402033 8.686841 3.251108 0.02 0.00 0.01 0.3094
H -1.773782 9.345022 1.662598 -0.01 0.00 0.01 0.3486
H -1.392225 6.633841 2.017594 0.02 -0.02 -0.03 0.2529
H -0.831373 7.434345 0.530846 0.04 0.00 0.00 0.4154
H 2.372249 8.810968 2.625495 0.01 -0.04 -0.01 0.4052
H 1.190758 8.405716 3.902887 0.00 -0.01 0.00 0.3414
C 2.107852 -4.452884 4.685400 0.02 -0.01 0.01 -0.5602
C 1.929022 -4.878218 3.223871 0.02 -0.08 -0.02 0.0157
C 2.917067 -6.017681 2.955704 -0.05 0.07 -0.06 -0.7463
S 3.160117 -6.849763 4.535020 -0.01 0.00 0.00 1.1556
O 4.531497 -6.679946 4.946360 0.03 0.01 0.00 -0.6550
O 2.581564 -8.168880 4.501754 -0.02 -0.02 0.00 -0.6719
C 2.131128 -5.742039 5.498900 -0.05 0.06 0.00 -0.7617
H 1.308548 -3.788919 5.011005 0.01 0.01 -0.01 0.3795
H 3.053962 -3.920331 4.805907 0.00 0.00 0.01 0.2933
H 0.906911 -5.230658 3.068190 0.00 -0.01 0.02 0.2820
H 2.092481 -4.038728 2.552284 -0.03 -0.03 -0.01 -0.2407
H 2.554483 -6.754868 2.243825 0.02 -0.02 0.01 0.3791
H 3.894370 -5.653309 2.643954 0.02 -0.01 0.04 0.3620
H 2.569293 -5.652561 6.490092 0.03 -0.03 -0.01 0.4092
H 1.143525 -6.198575 5.563263 0.00 -0.01 0.00 0.3603
C -1.800063 -3.912800 -6.869853 -0.02 0.07 -0.01 -0.7042
C -0.952767 -2.835442 -6.179197 -0.02 -0.05 0.02 0.0340
C -1.643769 -1.487026 -6.394251 0.07 0.00 0.06 -0.7458
S -3.399999 -1.857344 -6.524612 0.06 -0.03 -0.06 1.1273
O -3.866109 -1.496321 -7.838047 -0.03 0.03 -0.01 -0.6834
O -4.099030 -1.378380 -5.355838 -0.04 0.03 0.01 -0.6661
C -3.236276 -3.641121 -6.438279 0.04 -0.08 0.02 -0.4704
H -1.491686 -4.917747 -6.583909 0.03 0.01 -0.01 0.3596
H -1.710413 -3.831623 -7.954953 -0.04 0.00 0.00 0.3259
H -0.908745 -3.027250 -5.107194 0.07 -0.06 -0.01 -0.2647
H 0.068537 -2.820746 -6.555763 0.01 0.03 0.02 0.3844
H -1.510778 -0.806688 -5.556046 0.00 0.02 -0.01 0.3743
H -1.351587 -0.998024 -7.321538 -0.06 -0.03 -0.04 0.3923
H -4.002966 -4.085277 -7.068553 -0.02 0.04 -0.01 0.4617
H -3.398492 -3.921181 -5.396419 -0.02 0.00 0.00 0.0724
```
Forces are in eV/Å.



ORCA calculation (ωB97M-V with the def2-TZVPD basis set) on a cluster of 4 separate species, C23H52NO11S in total at a distorted geometry.

## Properties
DFT total energy = -59528.8239 eV
charge = +1
Kohn-Sham gap = 0.2034 Eh

Structure (XYZ):
```
88
Properties=species:S:1:pos:R:3:forces:R:3:mulliken_charge:R:1
O -4.329445 0.565621 0.190058 0.12 0.04 -0.32 -0.5557
S -4.190505 -0.824545 -0.173477 -0.04 0.09 0.46 0.8030
O -2.926544 -1.473837 -0.208214 -0.18 -0.12 -0.03 -0.5665
C -5.282210 -1.651495 0.966433 -0.09 0.04 -0.46 -1.0173
C -6.751042 -1.230937 0.833609 -0.27 -0.16 1.50 0.1311
C -7.830280 -2.094297 0.178385 0.20 0.58 -0.09 -0.5834
C -8.959788 -1.055585 -0.058366 0.17 -0.47 -0.93 -0.6484
C -8.239741 0.244285 -0.074821 -0.42 -0.02 0.03 -0.1844
N -7.032540 0.132893 0.311733 0.07 0.02 -0.24 0.3865
H -4.812581 -0.968329 -1.372424 0.05 -0.16 -0.04 0.1480
H -5.126027 -2.728686 0.914948 -0.22 -0.01 -0.15 0.3892
H -4.922040 -1.310936 1.939025 0.23 -0.01 -0.10 0.4382
H -7.080981 -1.142052 1.875671 0.07 -0.01 0.01 0.2434
H -8.108337 -2.890250 0.862045 -0.07 -0.12 -0.19 0.3627
H -7.509084 -2.496535 -0.782368 0.04 -0.16 0.08 0.2997
H -9.823074 -1.108303 0.606438 0.19 0.23 0.24 0.3428
H -9.366781 -1.188407 -1.066557 -0.23 0.04 0.10 0.3378
H -8.665364 1.184848 -0.406668 0.16 0.11 0.08 0.5474
H -6.333792 0.882868 0.318985 -0.01 -0.03 0.16 0.0087
C -5.068351 3.405021 0.872923 -0.06 0.06 0.17 -0.7837
O -6.197340 3.778233 1.626782 -0.11 -0.05 -0.18 -0.1911
C -5.938531 4.782486 2.596816 0.00 -0.07 0.08 -0.5746
C -7.187469 5.586196 2.871718 -0.03 0.03 0.11 -0.3896
O -7.521240 6.513390 1.856545 0.00 0.04 -0.03 -0.4626
C -8.048862 6.021951 0.638212 0.03 0.04 -0.07 -0.2757
C -9.475471 5.529760 0.721704 -0.02 -0.08 -0.08 -0.5917
O -9.555671 4.253107 1.344445 0.09 0.00 0.11 -0.2001
C -10.774472 4.058559 2.029414 -0.03 -0.06 -0.06 -0.8395
H -4.327164 2.876583 1.480258 0.04 0.02 -0.04 0.3839
H -5.423905 2.735065 0.091118 0.10 0.04 -0.09 0.1353
H -4.591616 4.265812 0.392393 -0.01 0.01 0.03 0.3945
H -5.142558 5.451179 2.250934 -0.02 0.00 -0.03 0.3722
H -5.613069 4.307678 3.531749 0.08 0.05 -0.01 0.3890
H -6.989812 6.197374 3.754354 -0.02 0.00 0.00 0.4078
H -8.025872 4.924577 3.103902 0.04 -0.06 -0.07 0.1332
H -7.402534 5.259088 0.196901 -0.05 -0.06 0.06 0.0543
H -8.048241 6.885613 -0.029666 0.01 -0.01 -0.01 0.4068
H -9.878699 5.453243 -0.296936 -0.05 0.10 0.02 0.3841
H -10.072874 6.261277 1.276234 0.01 -0.01 0.02 0.3786
H -10.948090 4.851645 2.763748 -0.01 0.00 -0.01 0.3470
H -10.706978 3.107649 2.556239 -0.01 -0.01 -0.01 0.2356
H -11.625328 4.023370 1.339540 -0.01 0.03 0.02 0.3321
C -0.082728 -0.199641 -0.781668 0.22 0.10 -0.04 -0.6617
O 1.155687 -0.793142 -0.469964 -0.07 -0.17 -0.10 -0.2947
C 1.124851 -1.519169 0.744984 0.05 0.14 0.01 -0.4149
C 2.126454 -2.650818 0.739374 0.07 -0.01 0.09 -0.3906
O 1.736977 -3.771928 -0.035010 -0.06 -0.03 0.03 -0.4623
C 1.801082 -3.658956 -1.446987 -0.06 -0.05 -0.09 -0.3344
C 3.201843 -3.685675 -2.013752 0.04 0.10 -0.11 -0.5745
O 3.859270 -2.450957 -1.803969 -0.02 -0.02 0.23 -0.3084
C 5.259647 -2.580374 -1.690092 -0.03 0.06 -0.09 -0.6586
H -0.336605 0.593690 -0.065717 -0.07 -0.02 0.00 0.3210
H 0.009575 0.241426 -1.773645 0.03 0.04 0.02 0.3413
H -0.883310 -0.941128 -0.794718 0.10 0.05 0.00 0.2411
H 0.122147 -1.930755 0.917970 0.00 -0.02 -0.01 0.2092
H 1.371001 -0.840952 1.574520 -0.08 -0.04 0.06 0.4117
H 2.188477 -3.028303 1.762566 0.02 -0.01 0.00 0.4149
H 3.116373 -2.288526 0.454880 -0.06 0.06 -0.09 0.1312
H 1.259169 -2.780082 -1.804292 0.10 0.06 0.03 0.1379
H 1.285667 -4.547057 -1.820116 -0.01 0.00 0.01 0.4078
H 3.136674 -3.880944 -3.093464 0.03 -0.10 0.02 0.4035
H 3.762769 -4.504191 -1.547142 -0.01 0.00 0.01 0.3369
H 5.529379 -3.288297 -0.898702 0.02 -0.04 -0.04 0.3549
H 5.658080 -1.602322 -1.429027 -0.01 0.02 -0.04 0.0891
H 5.708788 -2.905049 -2.635423 0.05 -0.04 0.04 0.3683
C 8.477413 -0.411402 -2.401854 -0.04 -0.13 0.01 -0.7926
O 9.431273 -1.374431 -2.022571 0.12 0.16 0.11 -0.2320
C 10.420606 -1.597311 -3.011621 -0.12 -0.09 0.00 -0.5983
C 11.721159 -2.055321 -2.392939 0.04 -0.10 -0.05 -0.3685
O 12.463941 -1.027482 -1.762430 0.04 0.03 -0.03 -0.4549
C 12.000112 -0.537908 -0.516173 0.00 0.11 0.05 -0.3388
C 12.224669 -1.476437 0.646831 -0.10 -0.02 0.11 -0.5717
O 11.295150 -2.545184 0.632680 0.08 -0.06 -0.20 -0.2496
C 11.800128 -3.724414 1.214293 -0.07 0.03 0.07 -0.7851
H 7.861706 -0.768256 -3.236507 -0.01 0.08 -0.03 0.3332
H 7.836139 -0.231560 -1.540423 -0.02 -0.03 -0.01 0.1901
H 8.954694 0.534050 -2.683603 -0.01 -0.01 -0.05 0.3804
H 10.599030 -0.680837 -3.586822 0.02 0.01 0.01 0.3609
H 10.069625 -2.377895 -3.701226 0.03 0.06 -0.08 0.3945
H 12.359864 -2.398502 -3.209847 0.01 -0.01 0.01 0.4008
H 11.551638 -2.900080 -1.721488 -0.10 0.07 0.04 0.1579
H 10.952494 -0.233005 -0.568256 -0.02 -0.12 0.02 0.1412
H 12.600211 0.355132 -0.328200 -0.01 0.01 -0.01 0.3950
H 12.104739 -0.908982 1.580191 0.11 0.00 0.01 0.3887
H 13.250546 -1.861186 0.604203 0.00 0.00 -0.02 0.3524
H 12.736442 -4.033967 0.735825 0.01 0.01 0.02 0.3396
H 11.056315 -4.505087 1.065946 -0.02 0.01 0.02 0.2291
H 11.975117 -3.601967 2.289592 0.04 -0.01 0.00 0.3301
```
Forces are in eV/Å.